Entry 1:
Entry from OMol25: the molecule CH3N3O4 at a distorted geometry (ωB97M-V with the def2-TZVPD basis set).

Calculated values
Highest occupied orbital energy (alpha / beta) = -7.32 / -11.31 eV
Total charge = 0
2S+1 = 3
⟨S²⟩ = 2.028
Relative energy (zero: lowest compared OMol25 entry of this formula, charge and spin) = 76.3 kcal per mole
Electronic energy = -13733.445 eV
Kohn-Sham gap (alpha / beta) = 6.87 / 6.91 eV

XYZ file:
```
11
Properties=species:S:1:pos:R:3:mulliken_charge:R:1
C 0.006 0.166 0.036 -0.57
O 3.013 -3.394 1.713 -0.38
H 0.065 1.341 0.024 0.23
O 3.537 -3.405 -0.390 -0.60
N 1.320 -1.507 0.912 1.06
N 2.518 -1.630 0.548 -0.55
N 3.079 -2.933 0.603 1.07
H -0.012 -0.312 -1.038 0.26
O 1.036 -0.178 0.916 -0.27
H -0.853 -0.171 0.460 0.35
O 0.462 -2.300 1.126 -0.58
```

=====

Entry 2:
Entry from OMol25: the molecule CH3N3P2 at a distorted geometry (ωB97M-V with the def2-TZVPD basis set).

Calculated values
Highest occupied orbital energy (alpha / beta) = -8.36 / -7.38 eV
Total charge = 0
2S+1 = 1
Relative energy (zero: lowest compared OMol25 entry of this formula, charge and spin) = 85.1 kcal per mole
Electronic energy = -24126.765 eV
Kohn-Sham gap (alpha / beta) = 7.30 / 6.33 eV

XYZ file:
```
9
Properties=species:S:1:pos:R:3:mulliken_charge:R:1
H 1.687 3.116 -1.812 0.40
N 0.864 0.646 -0.098 0.53
H 0.351 -2.533 0.904 0.09
C 1.337 2.139 -1.846 -0.11
N 0.929 -0.543 0.076 -0.43
H -1.404 -1.324 0.592 0.08
N 1.171 1.680 -0.624 -0.42
P -0.012 -1.258 1.300 0.00
P 0.679 1.372 -3.177 -0.13
```